(1)
Molecular formula: C15H28N5O3P2RhS2Se2Te2
Method: DFT, ωB97M-V/def2-TZVPD

The strongest force on any atom is 0.27 eV/A. As for the net charge: 0. The calculation puts the frontier orbital gap at 6.22 eV. For the total energy, the calculation gives -8016.70683 hartree. The spin multiplicity is 1. The value obtained for the energy above the lowest of the compared OMol25 structures with the same formula, charge and spin is 0.000 eV.

The geometry in XYZ format:
```
60
Properties=species:S:1:pos:R:3:lowdin_charge:R:1
Rh 2.418 -2.106 0.730 0.007
S 1.101 -2.266 2.742 0.570
C 0.043 -2.949 1.578 -1.109
N 0.537 -3.035 0.370 -0.150
C -0.350 -3.574 -0.541 -0.309
C -0.113 -3.826 -1.889 -0.045
C -1.130 -4.377 -2.646 -0.080
C -2.367 -4.688 -2.077 -0.094
C -2.601 -4.469 -0.730 -0.089
C -1.582 -3.915 0.032 -0.459
S -1.574 -3.558 1.738 1.050
H 0.860 -3.605 -2.309 0.070
H -0.963 -4.577 -3.697 0.103
H -3.147 -5.118 -2.690 0.100
H -3.552 -4.725 -0.283 0.107
Se 4.440 -0.981 1.627 -0.163
Te 5.522 -3.166 2.301 0.188
Te 3.587 -4.338 0.794 0.370
Se 3.732 -3.078 -1.299 -0.075
C -0.034 1.695 -2.784 -0.087
N 0.729 0.697 -2.048 -0.276
C 0.388 -0.684 -2.383 -0.091
P 1.183 1.053 -0.511 0.477
O 1.756 -0.115 0.180 -0.386
O -0.108 1.708 0.184 -0.267
P -1.244 1.001 1.115 0.459
O -1.510 -0.383 0.706 -0.253
N -0.697 1.333 2.620 -0.297
C 0.633 1.821 2.964 -0.078
C -1.434 0.722 3.723 -0.092
N -2.571 1.960 0.907 -0.298
C -3.519 1.619 -0.143 -0.100
C -2.499 3.379 1.207 -0.103
N 2.217 2.330 -0.464 -0.285
C 3.579 2.062 -0.922 -0.086
C 1.811 3.720 -0.600 -0.107
H 0.116 1.544 -3.854 0.090
H 0.303 2.700 -2.534 0.064
H -1.106 1.627 -2.566 0.083
H 0.434 -0.801 -3.467 0.094
H -0.615 -0.955 -2.039 0.091
H 1.108 -1.362 -1.929 0.031
H 1.034 2.444 2.169 0.067
H 1.330 1.003 3.153 0.077
H 0.549 2.432 3.866 0.088
H -2.404 0.367 3.377 0.082
H -1.594 1.464 4.509 0.085
H -0.882 -0.123 4.140 0.070
H -3.514 0.543 -0.302 0.075
H -3.277 2.123 -1.087 0.078
H -4.522 1.928 0.158 0.084
H -1.823 3.548 2.043 0.077
H -3.490 3.744 1.482 0.085
H -2.150 3.960 0.344 0.082
H 3.826 1.009 -0.789 0.055
H 4.278 2.652 -0.328 0.091
H 3.706 2.323 -1.978 0.089
H 0.814 3.868 -0.192 0.071
H 1.830 4.055 -1.643 0.080
H 2.509 4.344 -0.038 0.089
```



(2)
Molecular formula: C22H47NO14P2S3
Method: DFT, ωB97M-V/def2-TZVPD

The strongest force on any atom is 1.65 eV/A. As for the net charge: 0. As for the SMILES: COP(=O)(OC)OC.COP(=O)(OC)OC.O=S1(=O)CCCC1.O=S1(=O)CCCC1.O=S1(=O)CCCC1.c1cc[nH]c1. The calculation puts the frontier orbital gap at 8.46 eV. For the total energy, the calculation gives -3851.96594 hartree. The spin multiplicity is 1. The value obtained for the energy above the lowest of the compared OMol25 structures with the same formula, charge and spin is 0.000 eV.

The geometry in XYZ format:
```
89
Properties=species:S:1:pos:R:3:lowdin_charge:R:1
C 0.116 1.749 -8.855 -0.077
O -0.328 2.571 -9.943 -0.200
P -1.688 3.352 -9.855 0.319
O -2.794 2.616 -9.244 -0.219
O -1.310 4.694 -9.111 -0.226
C -2.286 5.633 -8.682 -0.087
O -1.915 3.763 -11.358 -0.194
C -1.164 4.794 -12.005 -0.083
H -0.379 0.781 -8.869 0.090
H -0.080 2.253 -7.908 0.084
H 1.189 1.625 -8.964 0.089
H -3.288 5.195 -8.675 0.089
H -2.296 6.505 -9.334 0.090
H -2.072 5.916 -7.653 0.089
H -0.525 5.343 -11.315 0.085
H -1.872 5.488 -12.452 0.092
H -0.524 4.342 -12.760 0.092
C -3.782 2.012 -3.438 -0.107
O -3.103 0.798 -3.161 -0.206
P -3.198 -0.392 -4.213 0.322
O -4.505 -1.041 -4.193 -0.211
O -2.549 0.157 -5.524 -0.198
C -3.349 0.818 -6.543 -0.054
O -2.049 -1.342 -3.717 -0.228
C -2.228 -2.129 -2.539 -0.084
H -3.080 2.727 -3.875 0.090
H -4.209 2.430 -2.529 0.091
H -4.621 1.890 -4.132 0.084
H -2.839 0.681 -7.487 0.070
H -3.445 1.873 -6.305 0.080
H -4.333 0.351 -6.574 0.092
H -3.286 -2.318 -2.360 0.081
H -1.704 -1.709 -1.684 0.091
H -1.752 -3.091 -2.740 0.072
O -0.286 -6.355 2.191 -0.317
S -0.429 -7.008 0.920 0.656
O 0.206 -8.281 0.719 -0.317
C -2.150 -7.176 0.466 -0.231
C -2.430 -6.070 -0.546 -0.233
C -1.175 -5.980 -1.406 -0.216
C -0.028 -5.842 -0.392 -0.207
H -2.848 -7.251 1.297 0.111
H -2.260 -8.132 -0.052 0.107
H -3.346 -6.281 -1.106 0.096
H -2.719 -5.143 -0.041 0.122
H -1.158 -5.034 -1.953 0.090
H -1.107 -6.800 -2.118 0.123
H -0.184 -4.848 0.023 0.107
H 0.965 -5.983 -0.803 0.113
O -11.199 -2.269 -2.247 -0.324
S -10.121 -1.414 -1.836 0.658
O -10.240 -0.695 -0.592 -0.321
C -8.571 -2.322 -1.846 -0.209
C -7.586 -1.581 -2.765 -0.212
C -8.160 -0.183 -3.035 -0.229
C -9.668 -0.281 -3.138 -0.234
H -8.789 -3.353 -2.115 0.097
H -8.113 -2.355 -0.858 0.104
H -6.609 -1.466 -2.296 0.104
H -7.326 -2.150 -3.655 0.080
H -7.695 0.276 -3.909 0.112
H -7.864 0.477 -2.215 0.117
H -9.983 -0.690 -4.099 0.110
H -10.134 0.696 -3.032 0.109
O 3.095 -1.486 -3.539 -0.317
S 1.930 -0.936 -2.896 0.667
O 1.114 -1.769 -2.060 -0.330
C 2.372 0.579 -2.035 -0.221
C 2.416 1.579 -3.168 -0.241
C 1.175 1.377 -4.042 -0.213
C 0.897 -0.120 -4.149 -0.194
H 3.270 0.504 -1.431 0.112
H 1.490 0.764 -1.415 0.110
H 2.605 2.604 -2.841 0.117
H 3.292 1.397 -3.803 0.118
H 1.393 1.857 -5.003 0.107
H 0.325 1.995 -3.736 0.112
H 1.056 -0.547 -5.133 0.113
H -0.101 -0.369 -3.801 0.064
C -6.798 -5.420 -4.455 -0.100
C -5.989 -4.274 -4.705 -0.115
C -4.742 -4.533 -4.222 -0.128
N -4.717 -5.845 -3.810 0.002
C -5.941 -6.418 -4.054 -0.139
H -7.862 -5.581 -4.517 0.091
H -6.315 -3.356 -5.163 0.086
H -3.842 -3.944 -4.203 0.094
H -4.044 -6.268 -3.197 0.116
H -6.150 -7.409 -3.683 0.104
```



(3)
Molecular formula: C22H34F7N2O5P2
Method: DFT, ωB97M-V/def2-TZVPD

The strongest force on any atom is 6.37 eV/A. As for the net charge: +1. The calculation puts the frontier orbital gap at 6.11 eV. For the total energy, the calculation gives -2725.44291 hartree. The spin multiplicity is 1.

The geometry in XYZ format:
```
72
Properties=species:S:1:pos:R:3:lowdin_charge:R:1
C 3.182 -0.101 2.417 -0.015
C 3.078 1.203 1.652 -0.132
C 2.928 1.301 0.009 -0.131
N 2.480 2.733 -0.362 -0.157
N 3.538 3.573 -0.368 0.123
C 3.081 4.908 -0.710 -0.259
P 4.517 6.231 -0.679 0.778
O 5.845 5.685 -1.400 -0.515
C 1.656 5.481 -1.097 0.062
C 0.459 4.389 -1.065 -0.058
C -1.110 4.689 -1.417 -0.180
C -2.058 4.695 -0.071 -0.164
C -2.612 6.251 0.105 -0.132
F -1.738 6.903 1.116 -0.140
C 1.064 2.950 -0.622 -0.170
P -0.319 1.593 -0.494 0.971
C -0.218 0.603 1.121 -0.419
C -1.533 -0.431 1.208 -0.155
C -0.404 0.514 -2.060 -0.397
C -2.028 0.362 -2.432 -0.177
H 2.239 -0.361 3.099 0.088
H 4.119 -0.815 2.339 0.086
H 3.052 2.244 2.229 0.118
H 4.037 1.130 -0.404 0.154
H 2.290 0.462 -0.480 0.111
H 4.086 7.371 -1.495 0.029
H 4.753 6.700 0.667 0.020
H 1.496 6.607 -1.362 0.124
H -1.491 3.774 -2.083 0.113
H -1.219 5.639 -2.091 0.125
H -1.413 4.424 0.895 0.130
H -2.944 3.939 -0.185 0.119
H -3.741 6.183 0.410 0.129
H -2.540 6.891 -0.873 0.122
H -0.126 1.241 2.099 0.102
H 0.716 -0.136 1.042 0.048
H -1.503 -1.095 0.230 0.075
H -1.263 -1.167 2.106 0.098
H -2.544 0.131 1.376 0.086
H 0.076 -0.550 -1.974 0.078
H 0.041 1.164 -2.956 0.100
H -2.602 0.598 -1.426 0.051
H -2.323 -0.721 -2.759 0.089
H -2.327 1.197 -3.200 0.081
C 4.018 -3.804 -3.587 -0.062
C 4.416 -4.112 -2.156 -0.209
O 3.438 -3.595 -1.240 0.000
C 2.338 -4.384 -1.023 -0.324
O 2.160 -5.473 -1.562 0.157
C 1.409 -3.740 0.005 -0.466
F 1.234 -2.403 -0.205 0.108
F 1.887 -3.864 1.277 0.146
F 0.161 -4.287 0.013 0.139
H 3.848 -2.730 -3.717 0.080
H 4.798 -4.125 -4.284 0.088
H 3.085 -4.309 -3.854 0.079
H 5.364 -3.614 -1.924 0.128
H 4.571 -5.186 -2.001 0.130
C -3.804 -6.356 1.837 -0.059
C -3.222 -4.985 2.127 -0.215
O -4.235 -3.974 2.007 0.002
C -5.031 -3.783 3.107 -0.324
O -4.920 -4.421 4.151 0.150
C -6.026 -2.650 2.861 -0.471
F -6.606 -2.715 1.627 0.140
F -5.435 -1.423 2.938 0.134
F -7.051 -2.635 3.758 0.146
H -4.295 -6.367 0.859 0.086
H -3.021 -7.120 1.849 0.086
H -4.563 -6.626 2.577 0.081
H -2.450 -4.751 1.387 0.114
H -2.744 -4.949 3.113 0.127
```



(4)
Molecular formula: C8H17N6O2S
Method: DFT, ωB97M-V/def2-TZVPD

The strongest force on any atom is 1.33 eV/A. As for the net charge: +1. The calculation puts the frontier orbital gap at 9.40 eV. For the total energy, the calculation gives -1191.87339 hartree. The spin multiplicity is 1.

The geometry in XYZ format:
```
34
Properties=species:S:1:pos:R:3:lowdin_charge:R:1
C -3.019 0.948 4.158 -0.161
C -2.739 1.503 2.769 -0.540
S -2.112 0.198 1.691 0.895
C -1.145 1.223 0.538 -0.431
N -0.496 0.403 -0.460 -0.087
C 0.949 0.165 -0.380 -0.115
C 1.328 -1.293 -0.515 -0.250
N 1.192 -2.173 0.380 0.131
C -1.224 -0.109 -1.436 -0.318
N -0.735 -0.791 -2.487 0.195
C -1.788 -1.122 -3.208 -0.061
N -2.929 -0.688 -2.655 0.103
N -2.581 -0.037 -1.522 0.147
H -2.169 0.379 4.516 0.068
H -3.195 1.748 4.866 0.080
H -3.892 0.306 4.138 0.074
H -3.651 1.925 2.361 0.073
H -2.019 2.313 2.842 0.080
H -1.812 1.930 0.045 0.099
H -0.407 1.818 1.058 0.100
H 1.495 0.761 -1.097 0.108
H 1.256 0.498 0.604 0.131
H 1.749 -1.595 -1.466 0.096
H 0.790 -1.766 1.230 0.054
H -1.711 -1.683 -4.119 0.149
H -3.867 -0.827 -2.991 0.187
H -3.251 0.339 -0.870 0.152
C 5.348 -1.180 -1.426 0.056
N 4.890 0.076 -0.774 -0.438
O 5.560 0.534 0.115 0.101
O 3.852 0.570 -1.186 0.027
H 6.274 -1.488 -0.957 0.099
H 4.567 -1.922 -1.285 0.094
H 5.490 -0.965 -2.481 0.104
```



(5)
Molecular formula: Cl3HN2
Method: DFT, ωB97M-V/def2-TZVPD

The strongest force on any atom is 2.27 eV/A. As for the net charge: 0. The calculation puts the frontier orbital gap (spin up / spin down) at 8.75 / 8.35 eV. For the total energy, the calculation gives -1490.46856 hartree. The spin multiplicity is 1. The value obtained for the energy above the lowest of the compared OMol25 structures with the same formula, charge and spin is 1.994 eV.

The geometry in XYZ format:
```
6
Properties=species:S:1:pos:R:3:lowdin_charge:R:1
N 0.249 -0.324 0.741 -0.459
N 0.860 1.090 -2.045 -0.988
Cl 0.156 1.236 1.214 0.469
Cl 0.261 2.478 -1.377 0.482
Cl 2.343 0.664 -1.556 0.540
H 1.322 -0.419 0.758 -0.043
```